Below is a cluster of 3 separate species, C4H14O2 in total at a distorted geometry, with properties calculated with wB97M-V/def2-TZVPD.

Computed properties:
Orbital gap (alpha / beta) in eV: 10.59 / 3.97
Energy above the lowest of the compared OMol25 structures with the same formula, charge and spin in eV: 0.042
Calculated total energy in eV: -8459.6081
⟨S²⟩: 0.75

Structure (ORCA input):
```
! RIJCOSX wB97M-V def2-TZVPD def2/J DEFGRID3
* xyz 1 2
C 0.807 -0.919 -1.005
C 0.901 -1.491 0.505
C 2.230 -0.800 0.963
C -0.230 -1.196 1.434
H 0.085 -1.573 -1.487
H 0.387 0.086 -0.827
H 1.739 -0.860 -1.563
H 0.973 -2.559 0.332
H 2.319 -1.233 1.973
H 2.158 0.280 1.067
H 3.050 -1.125 0.326
H -1.148 -1.517 0.918
H -0.231 -1.900 2.269
H -0.226 -0.154 1.769
H -2.215 5.628 0.936
H -1.638 5.232 -0.392
O -2.262 5.857 -0.005
H -2.343 0.087 -2.792
H -2.527 -1.234 -2.085
O -1.830 -0.607 -2.337
*
```

For each atom in turn, the natural (NBO) charge in e is: number 1, C, carries -0.442; number 2, C, carries -0.057; number 3, C, carries -0.535; number 4, C, carries -0.646; number 5, H, carries 0.299; number 6, H, carries 0.259; number 7, H, carries 0.253; number 8, H, carries 0.261; number 9, H, carries 0.302; number 10, H, carries 0.252; number 11, H, carries 0.247; number 12, H, carries 0.274; number 13, H, carries 0.277; number 14, H, carries 0.241; number 15, H, carries 0.465; number 16, H, carries 0.458; number 17, O, carries -0.923; number 18, H, carries 0.495; number 19, H, carries 0.481; number 20, O, carries -0.961



Below is a cluster of 12 separate species, C45H95F2N17O13 in total at a distorted geometry, with properties calculated with wB97M-V/def2-TZVPD.

Computed properties:
Orbital gap in eV: 8.34
Calculated total energy in eV: -105585.1621

Structure (ORCA input):
```
! RIJCOSX wB97M-V def2-TZVPD def2/J DEFGRID3
* xyz 0 1
C 5.017 -0.511 1.167
C 4.797 1.076 1.019
C 4.175 1.548 -0.389
C 5.294 1.160 -1.527
C 2.806 0.817 -0.809
C 2.690 0.833 -2.426
N 2.463 0.892 -3.619
C 1.471 1.425 -0.086
C 1.498 0.801 1.418
N 1.510 0.314 2.526
C 0.203 0.783 -0.820
C -1.185 0.817 0.001
N -1.389 -0.483 0.749
N -1.389 2.018 0.860
N -2.304 0.841 -1.033
N 1.572 2.908 -0.038
C 1.660 3.482 1.315
O 0.723 3.816 2.064
F 3.005 3.729 1.802
C 0.682 3.636 -0.937
O 0.887 3.573 -2.187
F -0.414 4.470 -0.526
H 4.093 -1.153 0.958
H 5.938 -0.900 0.583
H 5.283 -0.697 2.286
H 5.847 1.566 1.120
H 4.209 1.429 1.946
H 4.138 2.692 -0.383
H 6.321 1.352 -1.029
H 5.252 0.058 -1.835
H 5.216 1.906 -2.394
H 2.814 -0.310 -0.526
H 0.028 1.158 -1.907
H 0.451 -0.346 -0.959
H -1.093 -0.386 1.734
H -2.383 -0.755 0.692
H -2.249 2.496 0.509
H -1.658 1.696 1.809
H -2.078 0.111 -1.748
H -2.151 1.740 -1.546
C 7.062 -5.309 0.874
N 6.038 -4.524 0.219
C 4.701 -5.074 0.100
C 6.292 -3.284 -0.290
O 5.477 -2.572 -0.851
H 7.189 -6.250 0.332
H 6.748 -5.517 1.901
H 8.014 -4.776 0.892
H 4.434 -5.136 -0.955
H 3.995 -4.406 0.602
H 4.652 -6.066 0.550
H 7.337 -2.964 -0.146
C 4.130 -10.602 -1.956
N 4.712 -9.278 -1.876
C 6.139 -9.150 -1.655
C 3.960 -8.146 -2.003
O 4.387 -7.006 -1.946
H 4.320 -11.130 -1.018
H 4.595 -11.145 -2.784
H 3.052 -10.547 -2.124
H 6.310 -8.587 -0.735
H 6.582 -8.601 -2.490
H 6.603 -10.134 -1.575
H 2.890 -8.355 -2.167
C 3.341 7.945 -2.260
N 3.778 6.648 -2.732
C 2.789 5.715 -3.238
C 5.092 6.276 -2.716
O 5.525 5.203 -3.097
H 2.636 7.805 -1.436
H 2.845 8.473 -3.079
H 4.187 8.540 -1.911
H 2.823 4.801 -2.640
H 3.030 5.465 -4.274
H 1.790 6.149 -3.188
H 5.758 7.057 -2.314
C 13.026 -4.949 -0.662
N 11.601 -4.820 -0.436
C 11.087 -4.981 0.910
C 10.727 -4.551 -1.451
O 9.522 -4.431 -1.329
H 13.346 -5.948 -0.354
H 13.551 -4.197 -0.066
H 13.270 -4.805 -1.716
H 10.369 -5.805 0.922
H 10.572 -4.063 1.208
H 11.898 -5.190 1.608
H 11.221 -4.448 -2.431
C -6.461 4.717 -1.468
N -5.811 3.511 -0.997
C -5.914 2.302 -1.791
C -5.107 3.477 0.168
O -4.536 2.496 0.620
H -7.533 4.527 -1.560
H -6.050 4.983 -2.446
H -6.302 5.545 -0.775
H -6.387 1.520 -1.191
H -4.910 1.971 -2.070
H -6.504 2.481 -2.691
H -5.092 4.447 0.692
C 0.038 6.173 5.557
N 0.699 4.977 6.034
C 0.610 3.765 5.243
C 1.404 4.955 7.205
O 1.981 3.986 7.660
H -1.033 5.971 5.463
H 0.448 6.439 4.579
H 0.186 7.006 6.247
H 0.144 2.980 5.844
H 1.617 3.444 4.966
H 0.019 3.938 4.343
H 1.408 5.928 7.725
C -7.842 -2.307 -4.424
N -7.252 -0.986 -4.366
C -5.823 -0.864 -4.154
C -8.000 0.148 -4.506
O -7.567 1.287 -4.467
H -7.651 -2.824 -3.479
H -7.385 -2.866 -5.245
H -8.920 -2.248 -4.587
H -5.644 -0.288 -3.243
H -5.380 -0.330 -4.999
H -5.364 -1.850 -4.062
H -9.069 -0.058 -4.662
C -1.976 8.634 3.745
N -3.400 8.760 3.976
C -3.907 8.616 5.326
C -4.281 9.009 2.961
O -5.486 9.126 3.089
H -1.651 7.642 4.066
H -1.453 9.397 4.328
H -1.737 8.764 2.688
H -4.621 7.788 5.354
H -4.425 9.534 5.614
H -3.091 8.420 6.023
H -3.792 9.101 1.978
C -10.993 4.210 2.567
N -9.857 4.281 1.671
C -8.617 4.859 2.152
C -9.917 3.821 0.388
O -8.999 3.851 -0.413
H -11.258 5.222 2.886
H -10.721 3.611 3.439
H -11.854 3.754 2.074
H -8.355 5.716 1.527
H -7.822 4.114 2.077
H -8.722 5.181 3.190
H -10.901 3.402 0.125
C -12.661 2.496 -2.168
N -12.230 1.190 -2.621
C -13.223 0.256 -3.115
C -10.918 0.810 -2.597
O -10.492 -0.271 -2.964
H -13.368 2.372 -1.344
H -13.151 3.016 -2.996
H -11.812 3.091 -1.826
H -13.197 -0.650 -2.505
H -12.982 -0.010 -4.148
H -14.220 0.698 -3.074
H -10.249 1.592 -2.204
C 6.858 -14.439 1.491
N 5.901 -13.418 1.117
C 4.537 -13.810 0.818
C 6.242 -12.099 1.037
O 5.487 -11.193 0.729
H 6.944 -15.162 0.676
H 6.505 -14.945 2.393
H 7.840 -14.003 1.686
H 4.295 -13.512 -0.205
H 3.859 -13.295 1.503
H 4.417 -14.889 0.924
H 7.300 -11.910 1.283
*
```

Atom charges from the Mulliken analysis, given in e for atoms 1 to 99: number 1, C, carries -0.911; number 2, C, carries -0.661; number 3, C, carries 0.702; number 4, C, carries -1.399; number 5, C, carries -0.158; number 6, C, carries -0.330; number 7, N, carries -0.718; number 8, C, carries 1.181; number 9, C, carries -0.596; number 10, N, carries -0.744; number 11, C, carries -1.321; number 12, C, carries 0.138; number 13, N, carries -0.694; number 14, N, carries -0.056; number 15, N, carries -0.589; number 16, N, carries 1.231; number 17, C, carries 0.096; number 18, O, carries -0.427; number 19, F, carries -0.305; number 20, C, carries 0.371; number 21, O, carries -0.462; number 22, F, carries -0.236; number 23, H, carries 0.143; number 24, H, carries 0.130; number 25, H, carries 0.416; number 26, H, carries 0.482; number 27, H, carries 0.127; number 28, H, carries 0.148; number 29, H, carries 0.387; number 30, H, carries 0.304; number 31, H, carries 0.435; number 32, H, carries 0.690; number 33, H, carries 0.596; number 34, H, carries 0.418; number 35, H, carries 0.320; number 36, H, carries 0.287; number 37, H, carries -0.048; number 38, H, carries 0.317; number 39, H, carries 0.292; number 40, H, carries 0.351; number 41, C, carries -0.534; number 42, N, carries 0.254; number 43, C, carries -1.104; number 44, C, carries -0.028; number 45, O, carries -0.622; number 46, H, carries 0.162; number 47, H, carries 0.454; number 48, H, carries -0.034; number 49, H, carries 0.407; number 50, H, carries 0.298; number 51, H, carries 0.368; number 52, H, carries 0.442; number 53, C, carries -0.898; number 54, N, carries 0.210; number 55, C, carries -0.910; number 56, C, carries 0.070; number 57, O, carries -0.560; number 58, H, carries 0.283; number 59, H, carries 0.319; number 60, H, carries 0.312; number 61, H, carries 0.201; number 62, H, carries 0.372; number 63, H, carries 0.305; number 64, H, carries 0.262; number 65, C, carries -0.892; number 66, N, carries 0.182; number 67, C, carries -0.587; number 68, C, carries 0.093; number 69, O, carries -0.566; number 70, H, carries 0.301; number 71, H, carries 0.324; number 72, H, carries 0.305; number 73, H, carries -0.132; number 74, H, carries 0.298; number 75, H, carries 0.403; number 76, H, carries 0.282; number 77, C, carries -0.926; number 78, N, carries 0.135; number 79, C, carries -0.893; number 80, C, carries 0.081; number 81, O, carries -0.508; number 82, H, carries 0.331; number 83, H, carries 0.331; number 84, H, carries 0.291; number 85, H, carries 0.262; number 86, H, carries 0.272; number 87, H, carries 0.388; number 88, H, carries 0.247; number 89, C, carries -0.915; number 90, N, carries 0.353; number 91, C, carries -1.000; number 92, C, carries -0.047; number 93, O, carries -0.683; number 94, H, carries 0.281; number 95, H, carries 0.383; number 96, H, carries 0.335; number 97, H, carries 0.311; number 98, H, carries 0.120; number 99, H, carries 0.546



Below is a cluster of 2 separate species, C4H12N2S in total, with properties calculated with wB97M-V/def2-TZVPD.

Computed properties:
Orbital gap in eV: 6.04
Energy above the lowest of the compared OMol25 structures with the same formula, charge and spin in eV: 2.192
Calculated total energy in eV: -18155.8269

Structure (ORCA input):
```
! RIJCOSX wB97M-V def2-TZVPD def2/J DEFGRID3
* xyz 0 1
C 0.819 -2.063 1.671
C -0.898 -0.495 2.176
N -0.248 -1.150 1.318
H 1.747 -1.541 1.456
H 0.763 -2.951 1.057
H 0.748 -2.323 2.724
H -0.716 -0.665 3.234
H -1.585 0.264 1.826
H -0.363 -0.809 0.220
C 0.486 -0.087 -1.985
C 0.374 1.406 -1.726
S 0.075 1.829 0.012
N -0.623 -0.829 -1.305
H 1.430 -0.489 -1.615
H 0.423 -0.287 -3.060
H -0.418 1.796 -2.366
H 1.295 1.884 -2.056
H -0.746 -1.719 -1.778
H -1.476 -0.295 -1.461
*
```

For each atom in turn, the natural (NBO) charge in e is: number 1, C, carries -0.428; number 2, C, carries 0.092; number 3, N, carries -0.426; number 4, H, carries 0.239; number 5, H, carries 0.217; number 6, H, carries 0.206; number 7, H, carries 0.178; number 8, H, carries 0.241; number 9, H, carries 0.479; number 10, C, carries -0.221; number 11, C, carries -0.539; number 12, S, carries -0.695; number 13, N, carries -0.835; number 14, H, carries 0.179; number 15, H, carries 0.172; number 16, H, carries 0.181; number 17, H, carries 0.206; number 18, H, carries 0.367; number 19, H, carries 0.388



Copy entry 3 word for word.
Below is a cluster of 2 separate species, C4H12N2S in total, with properties calculated with wB97M-V/def2-TZVPD.

Computed properties:
Orbital gap in eV: 6.04
Energy above the lowest of the compared OMol25 structures with the same formula, charge and spin in eV: 2.192
Calculated total energy in eV: -18155.8269

Structure (ORCA input):
```
! RIJCOSX wB97M-V def2-TZVPD def2/J DEFGRID3
* xyz 0 1
C 0.819 -2.063 1.671
C -0.898 -0.495 2.176
N -0.248 -1.150 1.318
H 1.747 -1.541 1.456
H 0.763 -2.951 1.057
H 0.748 -2.323 2.724
H -0.716 -0.665 3.234
H -1.585 0.264 1.826
H -0.363 -0.809 0.220
C 0.486 -0.087 -1.985
C 0.374 1.406 -1.726
S 0.075 1.829 0.012
N -0.623 -0.829 -1.305
H 1.430 -0.489 -1.615
H 0.423 -0.287 -3.060
H -0.418 1.796 -2.366
H 1.295 1.884 -2.056
H -0.746 -1.719 -1.778
H -1.476 -0.295 -1.461
*
```

For each atom in turn, the natural (NBO) charge in e is: number 1, C, carries -0.428; number 2, C, carries 0.092; number 3, N, carries -0.426; number 4, H, carries 0.239; number 5, H, carries 0.217; number 6, H, carries 0.206; number 7, H, carries 0.178; number 8, H, carries 0.241; number 9, H, carries 0.479; number 10, C, carries -0.221; number 11, C, carries -0.539; number 12, S, carries -0.695; number 13, N, carries -0.835; number 14, H, carries 0.179; number 15, H, carries 0.172; number 16, H, carries 0.181; number 17, H, carries 0.206; number 18, H, carries 0.367; number 19, H, carries 0.388